[1]
An isolated ion of composition C4H7NO2 and charge +1. Source: OMol25; level of theory: ωB97M-V/def2-TZVPD.

<S²> = 0.766
total charge = +1
spin multiplicity = 2
orbital gap (spin up / spin down) = 10.864 / 6.258 eV

The geometry in XYZ format:
```
14
C4H7NO2 | OMol25 | ωB97M-V/def2-TZVPD
O -0.028 1.541 0.652
C 0.302 0.371 0.367
N 0.924 0.255 -0.967
C 0.239 -0.467 -1.944
O -0.832 -0.095 -2.423
C 0.200 -0.870 1.335
C -0.683 -0.558 2.486
H 1.038 1.210 -1.048
H 0.706 -1.345 -2.180
H 1.251 -1.038 1.604
H -0.139 -1.717 0.710
H -0.075 -0.458 3.434
H -1.316 0.453 2.272
H -1.407 -1.307 2.673
```

Atomic partial charges in e from the Mulliken method, atoms 1 to 6:
1. O -0.21
2. C 0.44
3. N -0.06
4. C -0.01
5. O -0.36
6. C -0.19

---

[2]
One molecule with the formula C4H7NO2S. Source: OMol25; level of theory: ωB97M-V/def2-TZVPD.

orbital gap = 10.135 eV

The geometry in XYZ format:
```
15
C4H7NO2S | OMol25 | ωB97M-V/def2-TZVPD
O -0.150 2.326 -0.347
C -0.381 1.240 0.136
C 0.642 0.563 0.932
C 1.769 0.150 -0.028
C 2.527 -1.016 0.138
O 1.369 -1.020 -0.753
N -1.432 0.502 -0.250
S -2.045 -1.129 0.150
H 0.094 -0.332 1.395
H 0.915 1.324 1.677
H 2.011 0.987 -0.564
H 3.515 -1.031 -0.516
H 2.633 -1.576 1.098
H -1.891 0.995 -1.108
H -1.611 -1.877 -0.904
```

Atomic partial charges in e from the Mulliken method, atoms 1 to 6:
1. O -0.62
2. C 0.55
3. C -0.53
4. C -0.09
5. C -0.40
6. O -0.42

---

[3]
A 2-piece molecular cluster, C4H7NO2S overall. Source: OMol25; level of theory: ωB97M-V/def2-TZVPD.

orbital gap (spin up / spin down) = 8.336 / 8.335 eV

The geometry in XYZ format:
```
15
C4H7NO2S | OMol25 | ωB97M-V/def2-TZVPD
C -0.520 0.032 -0.896
C -0.356 -1.537 -0.887
C -0.288 -1.326 0.660
C -0.677 1.011 1.430
N -0.529 0.039 0.382
O 2.442 0.594 -1.704
O 1.530 2.837 -1.371
S 1.487 1.581 -2.106
H -1.228 -1.863 -1.350
H 0.510 -1.871 -1.394
H -1.186 -1.801 1.247
H 0.724 -1.341 1.167
H -1.238 0.437 2.138
H 0.387 1.305 1.727
H -1.059 1.903 0.958
```

Atomic partial charges in e from the Mulliken method, atoms 1 to 6:
1. C -0.53
2. C -0.46
3. C -0.51
4. C -0.83
5. N 0.40
6. O -0.40

---

[4]
One molecule with the formula C4H7NO2S. Source: OMol25; level of theory: ωB97M-V/def2-TZVPD.

orbital gap = 12.136 eV

The geometry in XYZ format:
```
15
C4H7NO2S | OMol25 | ωB97M-V/def2-TZVPD
C 0.160 1.060 0.485
C 0.588 -0.046 -0.414
C -0.306 -1.154 -0.396
S 2.205 -0.607 0.203
O 2.351 -0.485 1.613
O 2.748 -1.811 -0.537
C 3.096 0.877 -0.303
N 3.707 1.819 -0.471
H 0.077 0.833 1.508
H 0.916 1.940 0.417
H -0.889 1.574 0.075
H 0.877 0.447 -1.282
H 0.191 -1.900 -0.991
H -1.167 -0.735 -0.772
H -0.482 -1.523 0.617
```

Atomic partial charges in e from the Mulliken method, atoms 1 to 6:
1. C -1.32
2. C 0.20
3. C -1.48
4. S 1.04
5. O -0.54
6. O -0.60

---

[5]
C4H7NO3 as an isolated structure. Source: OMol25; level of theory: ωB97M-V/def2-TZVPD.

orbital gap (spin up / spin down) = 8.178 / 8.177 eV

The geometry in XYZ format:
```
15
C4H7NO3 | OMol25 | ωB97M-V/def2-TZVPD
C -0.057 -0.043 1.692
C -0.232 0.608 -2.201
C 0.100 -0.591 -0.176
C -1.073 -1.622 0.089
N 1.044 0.788 1.839
O -0.499 0.496 -0.797
O 1.239 -0.977 -0.440
O -1.907 -2.102 0.720
H 1.922 0.319 1.645
H 0.982 1.639 1.296
H -1.010 0.471 1.780
H 0.012 -0.957 2.276
H -1.003 0.075 -2.773
H 0.741 0.222 -2.514
H -0.258 1.675 -2.436
```

Atomic partial charges in e from the Mulliken method, atoms 1 to 6:
1. C -0.81
2. C -0.73
3. C 0.82
4. C 0.24
5. N -0.52
6. O -0.30

---

[6]
C4H7NO3 as an isolated structure. Source: OMol25; level of theory: ωB97M-V/def2-TZVPD.

orbital gap = 8.817 eV

The geometry in XYZ format:
```
15
C4H7NO3 | OMol25 | ωB97M-V/def2-TZVPD
C 0.037 -0.619 -0.064
C -0.360 0.725 -0.094
C -2.328 0.203 -0.352
C 1.939 -0.063 -0.407
N 2.776 -0.468 0.571
O -2.990 0.610 0.766
O -2.908 -0.232 -1.307
O 2.284 0.380 -1.468
H -3.951 0.480 0.641
H 2.417 -0.829 1.437
H 3.779 -0.411 0.441
H 0.010 -1.120 0.897
H -0.152 -1.249 -0.925
H -0.396 1.271 0.842
H -0.156 1.321 -0.978
```

Atomic partial charges in e from the Mulliken method, atoms 1 to 6:
1. C -0.52
2. C -0.44
3. C 0.45
4. C 0.45
5. N -0.37
6. O -0.44

---

Calculated total energy? In order: -9835.0527 -20679.3522 -20677.9784 -20678.9345 -11890.9160 -11891.4468 eV.